Density functional theory data (ωB97M-V/def2-TZVPD) for a 8-piece molecular cluster, C97H217ClO7P6 overall.

The calculation puts the HOMO-LUMO gap at 0.208 Ha.

ORCA input file:
```
! RIJCOSX wB97M-V def2-TZVPD def2/J DEFGRID3
* xyz 4 1
Cl -0.698 0.713 -1.419
O -0.495 1.565 -0.285
O -0.168 -0.532 -1.182
O -2.056 0.559 -1.680
O -0.018 1.365 -2.514
C -5.376 4.881 -2.949
C -5.563 4.142 -1.599
C -4.228 3.616 -0.982
C -3.522 4.756 -0.207
P -4.043 4.923 1.591
C -2.919 6.218 2.336
C -1.436 5.981 2.208
C -0.554 7.251 2.667
C -0.855 7.619 4.131
C -5.791 5.399 1.900
C -6.218 6.781 1.361
C -7.721 6.983 1.562
C -8.158 8.294 0.944
C -3.846 3.346 2.663
C -2.832 2.209 2.187
C -1.867 1.807 3.288
C -2.533 1.030 4.429
H -4.715 5.747 -2.920
H -6.329 5.180 -3.386
H -4.847 4.359 -3.746
H -6.268 3.321 -1.726
H -6.093 4.856 -0.968
H -3.645 3.155 -1.780
H -4.386 2.812 -0.264
H -3.458 5.722 -0.707
H -2.475 4.456 -0.149
H -3.308 6.335 3.347
H -3.173 7.180 1.890
H -1.205 5.947 1.143
H -1.142 5.093 2.768
H -0.832 8.107 2.051
H 0.490 7.094 2.397
H -1.916 7.754 4.339
H -0.300 8.534 4.341
H -0.546 6.802 4.784
H -6.043 5.439 2.960
H -6.410 4.615 1.462
H -6.037 6.845 0.288
H -5.656 7.605 1.802
H -7.915 6.970 2.635
H -8.341 6.164 1.197
H -7.640 8.991 1.602
H -9.237 8.419 1.030
H -7.730 8.448 -0.047
H -4.845 2.918 2.737
H -3.581 3.786 3.625
H -2.263 2.691 1.392
H -3.291 1.349 1.699
H -1.314 2.652 3.699
H -1.026 1.236 2.895
H -1.761 0.558 5.036
H -3.276 0.280 4.157
H -3.015 1.679 5.160
C 1.687 -4.304 2.254
C 2.505 -4.205 3.550
C 2.235 -5.397 4.482
C 0.699 -5.483 4.898
P 0.094 -6.755 6.123
C -1.631 -7.106 5.835
C -2.160 -8.142 6.902
C -3.726 -8.291 6.784
C -4.522 -7.374 7.697
C 1.167 -8.183 5.872
C 1.253 -9.174 6.997
C 1.959 -10.501 6.693
C 2.456 -11.327 7.821
C 0.396 -6.148 7.830
C 1.739 -5.655 8.292
C 1.827 -5.117 9.742
C 2.920 -4.012 10.052
H 1.908 -3.452 1.611
H 0.606 -4.315 2.398
H 1.908 -5.149 1.603
H 2.354 -3.255 4.065
H 3.591 -4.168 3.474
H 2.856 -5.226 5.361
H 2.552 -6.331 4.018
H 0.189 -5.721 3.965
H 0.404 -4.486 5.226
H -1.657 -7.613 4.870
H -2.131 -6.143 5.726
H -1.926 -7.753 7.894
H -1.726 -9.103 6.628
H -3.915 -9.283 7.195
H -3.976 -8.405 5.729
H -4.301 -6.404 7.249
H -4.258 -7.570 8.736
H -5.586 -7.569 7.568
H 2.201 -7.866 5.733
H 0.748 -8.727 5.025
H 0.251 -9.425 7.346
H 1.798 -8.717 7.823
H 2.861 -10.270 6.125
H 1.353 -11.036 5.962
H 2.886 -12.269 7.480
H 1.586 -11.551 8.438
H 3.141 -10.663 8.350
H 0.056 -6.948 8.488
H -0.321 -5.337 7.957
H 1.932 -4.846 7.588
H 2.469 -6.445 8.119
H 1.812 -5.955 10.438
H 0.879 -4.594 9.864
H 2.775 -3.096 9.480
H 3.941 -4.318 9.824
H 2.804 -3.687 11.086
C 4.672 -0.181 -7.825
C 3.168 -0.310 -8.295
C 2.721 -1.753 -8.142
C 2.910 -2.467 -6.788
P 1.717 -2.206 -5.375
C -0.044 -1.950 -5.949
C -1.126 -1.495 -4.886
C -2.263 -0.653 -5.429
C -3.201 -1.514 -6.231
C 1.958 -3.615 -4.216
C 1.113 -3.512 -2.954
C 1.792 -4.253 -1.809
C 3.063 -3.544 -1.162
C 2.150 -0.545 -4.610
C 3.554 -0.516 -4.001
C 4.162 0.932 -3.897
C 3.569 1.753 -2.744
H 5.385 -0.977 -8.036
H 4.735 -0.067 -6.743
H 5.134 0.734 -8.195
H 2.943 -0.057 -9.331
H 2.524 0.212 -7.586
H 3.149 -2.409 -8.900
H 1.665 -1.781 -8.409
H 3.937 -2.396 -6.430
H 2.735 -3.530 -6.955
H -0.355 -2.851 -6.479
H 0.150 -1.186 -6.702
H -0.609 -0.871 -4.157
H -1.398 -2.450 -4.436
H -1.985 0.038 -6.225
H -2.682 0.002 -4.666
H -2.735 -2.333 -6.779
H -3.677 -0.995 -7.062
H -3.928 -1.966 -5.556
H 3.029 -3.532 -4.034
H 1.660 -4.498 -4.782
H 0.081 -3.837 -3.081
H 0.984 -2.447 -2.759
H 2.078 -5.225 -2.212
H 1.174 -4.545 -0.960
H 3.928 -3.489 -1.823
H 3.361 -4.117 -0.284
H 2.736 -2.521 -0.976
H 1.461 -0.348 -3.789
H 1.914 0.200 -5.370
H 4.309 -1.077 -4.552
H 3.577 -1.004 -3.027
H 4.131 1.478 -4.839
H 5.233 0.832 -3.723
H 2.549 1.826 -3.119
H 4.125 2.684 -2.631
H 3.581 1.166 -1.826
C 6.407 2.640 -0.658
C 7.200 1.358 -0.264
C 6.504 0.077 -0.813
C 7.106 -1.294 -0.366
P 7.139 -1.656 1.484
C 5.598 -0.993 2.248
C 4.211 -1.485 1.850
C 3.158 -0.736 2.649
C 3.247 0.790 2.645
C 6.931 -3.428 1.710
C 6.845 -3.950 3.250
C 6.899 -5.490 3.485
C 8.274 -5.858 3.897
C 8.661 -1.054 2.355
C 9.983 -1.539 1.781
C 11.185 -1.509 2.751
C 12.411 -2.390 2.480
H 6.805 3.537 -0.183
H 5.361 2.623 -0.354
H 6.247 2.692 -1.735
H 7.216 1.349 0.825
H 8.219 1.357 -0.651
H 6.450 0.116 -1.901
H 5.441 0.102 -0.574
H 8.075 -1.317 -0.864
H 6.567 -2.079 -0.897
H 5.684 0.062 1.987
H 5.720 -1.072 3.328
H 4.070 -2.530 2.124
H 3.949 -1.519 0.793
H 3.037 -1.132 3.658
H 2.182 -1.026 2.261
H 4.209 1.132 3.028
H 2.545 1.051 3.437
H 2.936 1.244 1.704
H 7.751 -3.965 1.234
H 5.994 -3.750 1.257
H 5.876 -3.685 3.673
H 7.470 -3.288 3.849
H 6.662 -5.913 2.509
H 6.124 -5.798 4.187
H 8.547 -5.449 4.870
H 9.086 -5.653 3.199
H 8.142 -6.940 3.903
H 8.511 -0.963 3.431
H 8.808 -0.029 2.015
H 10.299 -0.964 0.910
H 9.905 -2.579 1.467
H 10.739 -1.684 3.730
H 11.524 -0.476 2.838
H 12.856 -2.100 1.529
H 12.188 -3.439 2.285
H 13.079 -2.287 3.335
C -4.457 8.909 -4.689
C -3.002 9.175 -5.074
C -2.094 7.945 -4.896
C -1.749 7.553 -3.450
P -0.345 6.431 -3.254
C 0.004 5.948 -1.550
C 1.118 4.918 -1.405
C 1.321 4.589 0.081
C 2.552 3.730 0.296
C -0.561 4.939 -4.303
C -1.920 4.236 -4.260
C -2.027 2.985 -5.111
C -2.188 3.185 -6.623
C 1.151 7.301 -3.918
C 1.515 8.629 -3.217
C 2.358 9.500 -4.156
C 2.713 10.857 -3.554
H -4.763 7.886 -4.908
H -5.216 9.427 -5.275
H -4.689 8.937 -3.624
H -2.701 10.065 -4.522
H -2.832 9.499 -6.101
H -1.124 8.138 -5.355
H -2.426 6.994 -5.314
H -2.572 7.050 -2.942
H -1.522 8.402 -2.805
H -0.967 5.666 -1.143
H 0.255 6.909 -1.101
H 2.075 5.300 -1.763
H 0.828 3.983 -1.882
H 0.482 3.958 0.373
H 1.315 5.527 0.637
H 2.725 3.708 1.372
H 3.338 4.389 -0.074
H 2.441 2.756 -0.181
H 0.275 4.295 -4.027
H -0.446 5.171 -5.362
H -2.765 4.902 -4.435
H -2.071 3.874 -3.243
H -2.877 2.404 -4.753
H -1.203 2.327 -4.833
H -3.146 3.650 -6.855
H -2.201 2.267 -7.211
H -1.355 3.799 -6.965
H 0.923 7.546 -4.955
H 1.974 6.586 -3.930
H 2.218 8.486 -2.397
H 0.646 9.184 -2.865
H 1.968 9.597 -5.169
H 3.318 8.984 -4.198
H 3.479 11.397 -4.110
H 2.949 10.862 -2.490
H 1.884 11.530 -3.772
C -9.877 -3.750 0.346
C -8.607 -3.395 1.229
C -7.376 -3.383 0.367
C -7.265 -2.121 -0.511
P -5.609 -1.392 -0.944
C -4.400 -2.601 -1.706
C -4.214 -3.997 -1.031
C -2.710 -4.532 -1.113
C -2.584 -5.894 -0.411
C -5.630 -0.157 -2.333
C -6.517 -0.405 -3.570
C -6.097 0.362 -4.807
C -6.364 1.918 -4.810
C -4.942 -0.561 0.550
C -4.106 -1.354 1.585
C -2.598 -1.454 1.270
C -1.856 -2.285 2.299
H -9.907 -3.167 -0.575
H -10.837 -3.606 0.840
H -9.839 -4.798 0.049
H -8.464 -4.112 2.037
H -8.671 -2.454 1.775
H -7.248 -4.295 -0.216
H -6.538 -3.331 1.062
H -7.728 -1.241 -0.064
H -7.871 -2.262 -1.406
H -3.474 -2.080 -1.951
H -4.807 -2.692 -2.713
H -4.901 -4.680 -1.529
H -4.414 -3.927 0.038
H -2.010 -3.794 -0.721
H -2.299 -4.606 -2.120
H -2.699 -5.751 0.664
H -1.632 -6.399 -0.577
H -3.408 -6.573 -0.632
H -4.577 -0.040 -2.587
H -5.854 0.813 -1.888
H -7.590 -0.262 -3.441
H -6.373 -1.446 -3.858
H -6.556 -0.102 -5.679
H -5.048 0.158 -5.020
H -6.007 2.413 -5.713
H -5.657 2.294 -4.070
H -7.406 2.134 -4.573
H -5.818 -0.093 0.998
H -4.376 0.281 0.152
H -4.596 -2.306 1.789
H -4.198 -0.905 2.573
H -2.127 -0.476 1.172
H -2.439 -1.827 0.258
H -0.776 -2.265 2.153
H -2.233 -3.308 2.330
H -1.977 -1.826 3.279
O 0.998 2.727 -6.786
C 2.088 3.400 -6.652
O 2.328 3.636 -5.498
O 2.816 3.620 -7.616
H 0.897 2.785 -5.833
*
```


Density functional theory data (ωB97M-V/def2-TZVPD) for C9Cl5O2S4Tl as an isolated structure.

The calculation puts the HOMO-LUMO gap at 0.224 Ha. As for the energy above the lowest of the compared OMol25 structures with the same formula, charge and spin: 0.738 eV.

ORCA input file:
```
! RIJCOSX wB97M-V def2-TZVPD def2/J DEFGRID3
* xyz 0 1
Tl 0.279 -0.672 -0.223
Cl 0.961 7.140 -0.133
C 0.439 5.516 0.020
C 1.352 4.469 -0.116
Cl 3.013 4.806 -0.384
C 0.916 3.155 -0.046
Cl 2.042 1.871 -0.267
C -0.428 2.824 0.222
O -0.831 1.591 0.288
C -1.320 3.910 0.392
Cl -2.953 3.550 0.735
C -0.904 5.227 0.270
Cl -2.034 6.500 0.452
O -7.026 0.514 0.836
C -5.925 0.266 0.462
S -5.128 -1.310 0.736
C -3.598 -0.959 -0.036
C -3.464 0.342 -0.568
S -2.110 0.932 -1.320
S -4.890 1.384 -0.417
S -2.458 -2.163 -0.111
*
```


Density functional theory data (ωB97M-V/def2-TZVPD) for C9F27MgN3O21S9 as an isolated structure.

The calculation puts the HOMO-LUMO gap (alpha / beta) at 0.317 / 0.136 Ha.

ORCA input file:
```
! RIJCOSX wB97M-V def2-TZVPD def2/J DEFGRID3
* xyz -3 2
Mg -1.231 -0.771 0.435
C 2.434 -3.491 -0.179
F 1.625 -4.502 0.195
F 3.666 -3.876 0.242
F 2.315 -3.291 -1.467
S 1.786 -1.931 0.750
O 1.999 -2.080 2.183
O 2.532 -0.873 0.049
O 0.355 -1.718 0.422
C -3.136 3.483 1.649
F -3.105 3.178 2.930
F -4.077 4.379 1.414
F -1.953 4.027 1.198
S -3.434 1.818 0.651
O -3.726 2.231 -0.741
O -2.240 0.887 0.702
O -4.639 1.300 1.335
C -2.252 -2.416 4.647
F -1.122 -3.024 4.625
F -3.098 -3.288 4.129
F -2.579 -1.953 5.867
S -2.120 -0.880 3.479
O -1.260 0.096 4.131
O -1.521 -1.319 2.223
O -3.510 -0.401 3.214
C 1.380 2.071 2.041
F 0.966 3.134 1.287
F 0.944 2.325 3.264
F 0.828 0.983 1.519
S 3.281 1.917 2.100
O 3.764 2.896 3.054
O 3.509 0.524 2.447
N 3.739 1.896 0.406
S 4.636 3.185 0.179
O 4.965 3.214 -1.238
O 4.026 4.418 0.691
C 6.243 2.731 1.133
F 7.281 2.918 0.348
F 6.346 3.454 2.221
F 6.320 1.453 1.505
C -4.843 -0.688 -1.789
F -5.548 -1.422 -2.647
F -3.808 -0.233 -2.514
F -5.587 0.325 -1.253
S -4.168 -1.875 -0.399
O -4.533 -1.199 0.849
O -4.782 -3.244 -0.628
N -2.425 -1.818 -0.536
S -2.082 -2.830 -1.667
O -3.042 -3.048 -2.734
O -0.739 -2.486 -2.089
C -1.927 -4.521 -0.783
F -2.035 -4.457 0.533
F -2.802 -5.316 -1.295
F -0.836 -5.172 -1.037
C 0.326 2.981 -1.787
F -0.658 3.206 -0.934
F 0.040 3.632 -2.908
F 1.424 3.478 -1.210
S 0.408 1.055 -2.202
O -0.238 0.369 -1.092
O -0.260 0.902 -3.466
N 2.174 0.813 -2.233
S 2.511 0.880 -3.830
O 1.825 1.834 -4.662
O 3.953 0.960 -3.915
C 1.990 -0.892 -4.568
F 0.976 -0.833 -5.414
F 2.994 -1.440 -5.264
F 1.753 -1.666 -3.569
*
```


Density functional theory data (ωB97M-V/def2-TZVPD) for C9H10AlNO6 as an isolated structure.

The calculation puts the HOMO-LUMO gap at 0.224 Ha. As for the energy above the lowest of the compared OMol25 structures with the same formula, charge and spin: 0.000 eV.

ORCA input file:
```
! RIJCOSX wB97M-V def2-TZVPD def2/J DEFGRID3
* xyz 2 1
O -2.422 -4.185 -1.827
C -1.544 -3.471 -1.867
Al 0.946 0.188 -1.587
O 3.037 -2.234 -0.859
C 2.160 -1.555 -1.178
C 2.084 1.920 -2.047
O 2.364 3.002 -2.351
C -0.524 1.087 -2.865
O -0.850 2.033 -3.503
C 1.141 -0.829 -3.835
O 1.410 -0.949 -4.961
H -1.101 -0.007 -2.728
C -0.663 0.489 3.426
N -0.073 0.075 2.152
C 1.119 -0.755 2.146
C -0.626 0.469 1.017
C -1.849 1.317 0.866
O -0.087 -0.006 -0.093
H -0.022 0.045 4.166
H -1.673 0.110 3.517
H -0.656 1.568 3.513
H 0.950 -1.741 1.671
H 1.978 -0.250 1.660
H 1.362 -0.913 3.205
H -1.543 2.201 0.290
H -2.584 0.726 0.301
H -2.333 1.664 1.772
*
```


Density functional theory data (ωB97M-V/def2-TZVPD) for a 7-piece molecular cluster, C9H10Br3Cl15O3 overall.

The calculation puts the HOMO-LUMO gap at 0.362 Ha. Its structure (SMILES) is BrC(Br)Br.ClC(Cl)Cl.ClC(Cl)Cl.ClC(Cl)Cl.ClC(Cl)Cl.ClC(Cl)Cl.O=C1OCCO1. As for the energy above the lowest of the compared OMol25 structures with the same formula, charge and spin: 0.000 eV.

ORCA input file:
```
! RIJCOSX wB97M-V def2-TZVPD def2/J DEFGRID3
* xyz 0 1
C 4.137 -1.073 -4.898
Br 4.263 0.872 -4.432
Br 2.241 -1.498 -5.467
Br 4.867 -2.258 -3.463
H 4.742 -1.201 -5.795
C 0.825 3.028 -8.330
Cl -0.096 3.411 -6.791
Cl 1.895 4.324 -8.891
Cl -0.186 2.259 -9.566
H 1.499 2.239 -7.996
C 3.518 -5.814 1.853
Cl 5.122 -6.401 2.058
Cl 2.902 -6.024 0.183
Cl 3.369 -4.095 2.123
H 2.771 -6.339 2.448
C 1.790 5.669 6.526
Cl 3.473 5.542 6.927
Cl 1.441 7.249 5.737
Cl 0.756 5.455 7.904
H 1.749 4.909 5.746
C -2.432 -1.423 6.085
Cl -3.402 -1.272 4.558
Cl -0.864 -2.284 5.753
Cl -3.042 -2.219 7.531
H -2.107 -0.409 6.321
C -6.939 -3.044 -1.650
Cl -5.861 -2.253 -2.733
Cl -6.135 -4.163 -0.534
Cl -8.308 -3.856 -2.605
H -7.444 -2.298 -1.036
C -1.000 1.237 -0.548
C 0.405 0.851 -0.103
O 0.230 1.043 1.311
C -0.833 1.901 1.557
O -0.974 2.478 2.641
O -1.659 1.899 0.487
H -1.557 0.378 -0.923
H -0.802 2.058 -1.237
H 1.234 1.361 -0.594
H 0.409 -0.238 -0.156
*
```